ORCA calculation (ωB97M-V/def2-TZVPD) on a 19-piece molecular cluster, C39H116N16O21 overall at a distorted geometry.

```
192
Properties=species:S:1:pos:R:3:forces:R:3:lowdin_charge:R:1
H -21.682239 2.014156 -9.024068 -0.613 0.159 -0.329 0.0719
H -26.491979 -0.752134 0.730187 -0.494 0.026 0.168 0.0901
H -28.256432 0.583299 -10.045833 0.414 0.174 0.139 0.1026
C -27.130107 4.330700 -12.266236 0.818 0.187 1.718 -0.0686
H -29.789792 5.032246 -14.298896 -0.401 -0.235 0.199 0.0811
H -20.238491 2.343783 -3.191420 -1.490 0.216 0.425 0.1157
H -28.678280 4.945567 -8.120288 -0.265 -0.261 0.057 0.0570
H -22.776397 0.961690 -8.058532 0.435 0.389 0.775 0.0598
H -23.501276 7.546204 -11.584119 0.145 0.076 -0.157 0.0666
H -22.953383 1.886229 -1.724826 -0.212 -0.182 -0.215 0.1056
C -26.249825 3.689663 -2.764119 -0.536 -1.131 -0.231 -0.7887
C -22.105795 9.722783 -9.037164 -1.412 7.019 -1.528 -0.8033
H -24.390658 3.140643 -12.158464 -0.357 -0.269 -0.257 0.0507
H -27.413613 4.960380 -11.422894 -0.681 -0.163 0.252 0.0753
H -29.008569 0.421579 -3.942185 0.313 -0.233 0.334 0.0398
C -29.390275 4.626869 -13.369294 1.387 -0.817 -0.386 -0.0269
H -22.999649 0.355969 0.637222 -0.001 0.365 -0.138 0.1006
O -25.245293 1.668541 -14.259379 1.537 -0.881 0.538 -0.0848
H -21.662941 2.334532 -6.351274 0.115 -0.388 0.612 0.0641
H -20.790365 6.297389 -12.138505 0.456 0.212 0.058 0.0858
H -27.864201 4.877511 -2.307094 0.241 -0.271 -0.114 0.1243
H -23.326568 0.722372 -13.709682 -0.423 -0.413 -0.622 0.1291
C -23.322974 6.683678 -12.226268 -0.003 0.094 -0.226 -0.0422
H -21.997835 8.595585 -5.099652 -0.770 0.093 0.264 0.0823
H -21.715590 -1.649677 -8.648001 0.925 0.516 -0.006 0.0359
H -22.369588 4.858404 -12.320261 -0.281 -0.661 0.431 0.1109
H -25.560143 7.026850 -1.281155 0.352 0.004 -0.289 0.1036
H -23.125886 5.909814 -9.450275 -0.221 0.085 -0.353 0.0575
N -28.708330 -0.372900 -3.395591 3.441 -1.839 -2.824 0.1669
H -23.899853 0.084531 -4.485693 0.070 0.148 0.340 0.1074
H -25.152411 -0.372527 -0.648953 0.755 0.280 -0.499 0.1173
H -27.230268 1.456413 -8.915642 -0.348 0.013 -0.172 0.0530
H -24.595210 9.395867 -0.464178 -0.091 0.082 -0.087 0.0782
O -20.780145 -0.174233 -6.882750 -0.100 -2.235 1.096 -0.0704
C -21.942837 6.457375 -4.833362 0.515 0.019 -0.696 -0.4460
H -22.656719 -1.051218 -4.380879 -0.006 0.093 0.548 0.1081
H -21.884322 0.301141 -9.319338 0.621 -0.117 -0.091 0.0692
H -29.847521 5.069808 -12.484525 0.430 0.514 -0.057 0.0596
H -29.838062 4.191412 -6.435798 0.228 -0.081 0.224 0.0518
H -24.684750 1.244401 2.687183 -0.157 0.129 -0.026 0.0812
N -27.622909 -0.108222 -7.127872 1.097 -0.410 4.447 0.1965
H -30.371172 0.684771 -2.822906 -0.703 0.347 0.980 0.0837
H -23.004792 7.636977 -6.300829 -0.236 0.234 0.325 0.0643
O -21.811587 -0.234775 -2.183756 2.288 -1.460 1.871 0.0414
H -18.119941 3.540720 -3.872613 -0.929 -0.341 -0.390 0.0813
H -19.941326 4.797111 -1.726639 0.163 0.025 0.133 0.1008
O -21.907047 -2.221567 -9.394926 -0.094 1.096 -0.061 -0.0646
H -29.548592 3.555312 -13.247608 -0.610 -0.093 -0.400 0.0793
H -22.871952 7.933365 -9.017724 -0.762 0.078 -0.434 0.0808
H -19.059305 2.770555 -0.439885 0.106 -0.358 0.355 0.0777
H -22.600465 4.293026 -9.940602 0.228 0.017 0.370 0.0698
O -25.087506 6.135342 -7.742182 0.903 0.122 -0.672 0.0267
H -22.943401 2.226835 -11.909325 0.143 -0.057 0.231 0.0732
H -32.954262 5.785197 -9.124242 -0.054 -0.774 -0.017 0.0779
H -23.099101 3.117159 -13.370473 -0.329 -0.249 -0.417 0.0713
H -25.931171 6.063841 -5.414839 -0.251 0.143 0.035 0.1206
H -26.368417 -4.866477 -3.698517 -0.375 0.201 0.033 0.1132
N -23.126082 -0.271493 -3.942896 -1.519 -2.504 -4.348 0.1855
C -25.186299 0.432586 0.085043 1.678 -0.569 0.512 -0.2540
H -27.465030 4.021171 -14.265137 -0.652 -0.490 -0.289 0.1346
O -26.198062 2.077813 -5.966837 -1.078 -0.072 -0.580 -0.0874
C -24.109125 -1.968481 -8.474509 -0.837 0.832 -0.829 -0.0532
H -24.411889 -1.451091 -9.384871 -0.081 0.193 -0.125 0.0763
H -23.721005 -1.174028 -7.837080 -0.158 -0.184 0.581 0.0703
H -26.071183 4.588158 -12.288276 0.294 -0.308 -0.654 0.0481
H -22.953642 5.256957 -6.437801 -0.245 0.433 0.107 0.0549
H -19.777200 1.241907 -1.143584 0.460 -0.041 0.313 0.0743
H -27.201285 3.271170 -12.020380 -0.116 0.048 0.108 0.0905
O -29.008555 -1.660354 -1.548072 1.620 -2.859 2.020 0.0385
C -20.557474 0.966630 -7.644152 -1.434 0.862 2.209 -0.4352
N -26.866766 -4.002841 -3.859401 -1.628 -2.146 1.514 0.1948
H -22.327323 -3.139782 -6.823583 0.531 0.668 -0.229 0.0689
H -31.129064 4.031653 -8.585308 0.575 -0.324 -0.446 0.1345
C -19.805514 2.959202 -2.402823 0.103 0.016 -0.601 -0.4797
H -26.371051 8.029716 -8.717136 -0.745 0.208 -0.162 0.1104
C -25.628042 9.054607 -0.534171 -0.647 -0.641 -0.259 -0.0384
H -20.465799 3.052530 -7.291142 0.178 0.350 -0.068 0.0667
N -23.244231 1.404236 -2.563388 -1.241 2.612 1.021 0.1906
N -27.817888 0.666123 -9.139786 0.066 1.515 -2.328 0.1595
H -24.640269 4.182402 -1.668570 -0.174 -0.020 -0.233 0.1305
H -25.226174 3.874432 -6.226373 0.161 0.203 0.059 0.0992
C -29.182824 -0.690948 -2.218216 -0.258 -0.212 -2.063 -0.8195
C -20.623624 2.188550 -6.645593 0.078 0.554 -2.430 -0.0421
N -26.401062 6.677473 -6.065027 -1.413 -0.738 6.020 0.1967
H -19.582375 0.842590 -8.115204 -0.164 0.511 -0.577 0.1408
H -24.085738 -0.569508 1.632146 0.022 -0.024 0.311 0.1118
H -24.744087 -4.093651 -4.571413 1.190 0.483 -0.878 0.1182
C -27.849701 4.696465 -13.500866 -0.599 0.194 -0.336 -0.5087
O -31.271029 5.319595 -7.110145 -0.247 0.780 2.356 -0.0807
C -25.015247 8.413713 -2.916064 0.694 0.070 0.572 -0.0573
C -22.469967 5.635109 -11.562145 -0.078 0.498 0.260 -0.5079
H -25.920398 8.647951 0.433951 0.115 -0.227 0.003 0.0727
H -28.070747 3.479891 -3.332366 -0.557 -0.014 0.114 0.0860
H -29.371001 6.549363 -8.328428 0.159 0.101 -0.572 0.0659
O -27.165937 7.931899 -2.075831 -1.699 -0.690 0.818 -0.0671
N -30.110242 0.171718 -1.992978 -4.165 3.413 2.748 0.1474
H -28.131379 -1.078138 -3.831325 0.298 0.269 -0.268 0.0534
H -24.277193 6.209309 -12.455509 -0.152 0.126 -0.110 0.0644
H -25.311454 -0.700396 -12.600609 0.260 0.122 -0.424 0.0809
H -21.514662 -4.238012 -7.990758 0.030 0.404 -0.168 0.0858
C -22.701542 0.235596 -2.826184 0.686 1.069 0.390 -0.8034
H -21.343062 4.752684 -6.101192 0.236 0.222 0.246 0.0636
N -21.081921 9.126940 -8.627616 6.463 -2.646 2.708 0.1776
N -25.095769 -3.201628 -4.888758 3.308 -1.229 -0.529 0.1875
H -23.916252 9.170817 -9.690307 0.332 -0.060 0.235 0.1229
H -22.681442 6.628765 -4.050303 -0.260 -0.519 0.233 0.1096
H -23.340955 -3.438219 -9.777138 -0.378 -0.865 0.528 0.1449
H -31.685704 1.884850 -5.073662 0.319 -0.087 -0.007 0.1301
H -17.789647 3.515898 -2.223992 0.466 -0.060 0.281 0.0721
O -27.482098 5.986493 -13.936255 0.000 0.835 0.026 -0.0440
H -25.035687 -2.436670 -8.142286 0.171 -0.041 0.524 0.0930
N -25.579761 4.410206 -1.961090 4.538 3.184 3.934 0.2054
H -26.533383 5.937590 -14.074669 0.146 0.312 -0.121 0.0787
N -31.071450 2.531585 -5.547497 -5.711 -1.525 -0.570 0.2033
N -29.281028 3.654015 -5.786949 1.513 2.993 -1.993 0.1979
C -29.848457 2.635470 -5.176553 2.752 2.003 0.303 -0.7276
H -27.633682 8.036092 -7.492311 0.453 0.188 -0.342 0.1012
C -22.232675 5.165407 -5.625432 -0.098 -0.090 0.408 -0.0378
H -26.006426 4.112910 -8.868260 0.078 0.308 0.092 0.0547
H -32.185910 5.587598 -6.997194 -0.071 0.034 -0.192 0.1048
O -24.101173 1.504632 1.970733 0.458 -0.265 0.144 -0.0706
H -27.178645 7.265092 -5.800121 0.394 -0.496 0.697 0.1190
H -20.235300 9.636405 -8.418382 -0.285 -0.206 0.031 0.1407
H -24.256298 2.361844 -6.069392 0.776 0.534 -0.114 0.1106
H -26.271190 2.332823 -5.044218 -0.206 -0.223 0.926 0.0264
C -21.798008 1.048952 -8.531030 0.829 0.700 -1.476 -0.0536
H -21.291288 7.926849 -6.404341 0.295 -0.893 -0.146 0.0547
H -25.151830 9.442949 -3.247888 -0.404 0.336 0.583 0.0892
C -23.118402 5.193195 -10.271554 0.420 -1.611 -0.628 -0.0450
H -23.964532 8.365920 -2.630007 0.220 -0.333 -0.589 0.0813
C -27.995151 -0.386071 -8.333581 -0.812 0.110 -1.541 -0.7793
C -31.896437 5.853434 -9.378140 0.828 0.655 0.542 -0.0406
H -31.723437 6.920588 -9.239018 0.351 0.234 -0.242 0.0801
C -23.038048 -2.911334 -8.872289 1.401 -0.830 -0.595 -0.4920
H -20.529814 -0.026571 -5.967806 0.134 -0.068 0.000 0.0826
C -24.221014 1.173776 -13.280375 -1.822 2.322 0.050 -0.3896
H -21.114418 8.123063 -8.521393 0.695 0.348 -0.031 0.1087
H -27.379296 8.235755 -2.961125 0.657 0.216 0.106 0.0771
C -18.389391 2.993454 -2.969282 0.997 0.208 1.963 -0.0649
N -27.471438 4.075699 -2.779240 -5.523 0.617 -1.653 0.2102
C -25.997749 6.785919 -7.257440 0.186 -0.454 -3.460 -0.7536
C -26.321590 -3.034131 -4.545153 -2.778 3.888 -0.730 -0.7179
C -23.981512 0.381530 1.109868 -1.223 0.016 -1.327 -0.2230
H -25.227654 1.410377 -0.394843 -0.048 -0.023 -0.018 0.0969
C -24.911803 0.254893 -12.260292 0.989 0.609 0.499 -0.0498
H -20.525014 5.498710 -3.906489 0.104 -0.320 0.463 0.0301
H -31.715542 5.600745 -10.422894 -0.154 -0.047 0.093 0.0769
H -22.635744 4.416814 -4.943354 0.124 -0.263 0.038 0.0721
H -18.054529 1.956170 -2.963983 0.335 0.051 -0.391 0.0872
H -23.091193 -4.495508 -7.345086 -0.455 -0.336 -0.369 0.0692
H -24.121928 0.073537 -11.531378 -0.001 -0.516 0.266 0.0623
H -25.321888 0.985700 -14.929797 -0.202 -0.074 -0.155 0.0702
C -25.149573 2.820441 -6.493486 -0.030 -0.137 -0.552 -0.2439
H -24.097809 4.806507 -10.553188 -0.388 0.407 0.464 0.0656
N -23.011536 8.876415 -9.351312 -4.904 -3.189 -1.291 0.1801
H -26.332329 9.870997 -0.694108 0.324 0.245 -0.258 0.0806
C -25.030898 2.651372 -7.999852 0.193 0.642 -0.131 -0.2037
C -23.670135 2.504642 -12.672730 0.257 -1.019 0.638 -0.0603
C -22.094038 7.694050 -5.704697 1.054 0.580 -0.066 -0.0573
O -29.247797 2.023647 -4.334721 0.707 -1.676 1.801 0.0275
H -25.272746 7.859225 -3.818471 0.360 -0.642 0.250 0.0511
C -19.878380 2.317450 -0.998375 0.476 -0.229 -1.093 -0.0384
H -27.648957 -0.801346 -6.393703 0.015 -0.318 -0.249 0.0760
H -24.934501 1.578386 -8.165729 -0.035 0.027 -0.458 0.1113
O -26.354604 0.195411 0.800129 -1.062 0.101 0.732 -0.0639
H -31.558155 3.356546 -5.867889 0.282 -0.124 -0.280 0.1029
H -26.086094 5.053881 -1.369973 0.412 -0.202 -0.041 0.1066
C -22.439096 -3.717137 -7.741328 -1.077 -1.493 0.923 -0.0552
C -25.817291 8.010228 -1.674798 0.210 1.617 -0.806 -0.4707
H -24.038323 1.728737 -3.096511 -0.104 0.329 0.381 0.0685
H -19.880490 2.328773 -5.860622 -0.112 -0.727 0.176 0.0746
O -28.517428 -1.403561 -8.740965 -0.465 -1.368 -0.077 0.0129
O -20.639774 6.403638 -4.205712 -0.886 0.580 -0.936 -0.0539
H -28.327975 3.976283 -5.697939 -0.139 -0.752 0.336 0.1038
O -21.147772 6.070136 -11.276978 0.026 0.314 0.027 -0.0375
C -30.938308 5.093031 -8.426596 0.211 -0.225 -2.079 -0.4823
O -26.891631 -1.963936 -4.851393 -0.209 -0.876 0.165 -0.0259
O -20.379977 4.262653 -2.392628 -0.578 -0.136 -0.550 -0.0646
H -25.699752 0.742615 -11.686401 -0.085 0.331 -0.301 0.0675
H -20.791914 2.409873 -0.410992 -0.226 0.503 -0.489 0.0715
H -24.730617 -2.541203 -5.560025 0.411 -0.570 0.179 0.1053
H -29.282477 5.330904 -9.731659 0.430 0.557 0.000 0.0679
H -27.846067 -3.956265 -3.616698 0.271 0.116 0.093 0.1294
N -26.846877 7.590326 -7.942131 0.494 0.936 -2.150 0.1629
H -27.192498 0.752234 -6.820504 -0.110 0.120 -0.360 0.0639
H -24.127419 3.195176 -8.275746 0.425 -0.408 -0.048 0.1011
O -22.190733 10.965793 -9.188428 -0.114 -1.258 0.179 -0.0116
O -26.057694 3.154371 -8.881819 -0.021 -0.618 0.898 -0.0822
C -29.429541 5.515077 -8.667445 -1.986 -0.686 0.173 -0.0150
O -25.862133 2.734755 -3.383953 1.647 -2.221 -1.786 0.0461
H -30.704863 -0.049517 -1.207107 -0.296 0.514 -0.380 0.1163
H -22.850514 6.958570 -13.169297 -0.142 0.404 -0.055 0.0863
```
Forces are in eV/Å.

The total energy is -109164.8147 eV. The calculation puts the largest force on an atom at 7.49 eV/Å. The spin multiplicity is 1. The calculation puts the HOMO-LUMO gap at 7.87 eV.